(1)
# C10H12MnN2O6

C10H12MnN2O6 as an isolated structure at a distorted geometry (wB97M-V/def2-TZVPD, the Open Molecules 2025 dataset).

E_HOMO (alpha / beta) = -14.5 / -15.2 eV
energy above the lowest of the compared OMol25 structures with the same formula, charge and spin = 13.8 kJ/mol
2S+1 = 6
net charge = +2
LUMO level (alpha / beta) = -0.24142 / -0.42374 Eh
Kohn-Sham gap (alpha / beta) = 7.939 / 3.641 eV
expectation value of S² = 8.89

Geometry (Å):
H  -2.334  0.145  5.796
N  1.217  -0.076  3.993
H  -3.369  0.209  3.954
N  -1.246  0.077  3.982
O  0.000  3.791  -1.364
Mn  0.000  0.000  0.000
O  -3.060  -0.083  0.030
O  0.000  -1.118  -2.850
C  -0.005  0.010  3.298
H  3.377  -0.210  3.983
H  1.818  -0.990  5.741
O  -0.001  0.006  2.006
C  -2.532  0.157  3.269
C  1.910  -0.014  0.005
C  0.000  2.724  -0.980
C  0.000  -0.660  -1.793
C  0.000  -1.727  0.621
C  2.524  -0.157  3.286
H  2.630  0.732  2.646
C  1.316  -0.082  5.472
C  -1.368  0.085  5.434
H  -2.656  -0.717  2.641
O  0.000  -2.816  1.013
H  -0.878  1.033  5.840
H  2.520  -1.051  2.646
H  1.926  0.757  5.741
O  3.060  -0.083  0.030
H  -2.547  1.040  2.641
C  -1.910  -0.014  0.005
H  -0.999  -0.916  5.840
H  0.605  -0.038  6.297

=====

(2)
# C2H6ClNO2S

A 2-piece molecular cluster, C2H6ClNO2S overall at a distorted geometry (wB97M-V/def2-TZVPD, the Open Molecules 2025 dataset).

E_HOMO = -9.6 eV
energy above the lowest of the compared OMol25 structures with the same formula, charge and spin = 280.2 kJ/mol
LUMO level = -0.01000 Eh
Kohn-Sham gap = 9.319 eV

Geometry (Å):
S  0.313  -0.137  1.789
H  -2.268  -0.356  1.461
O  -0.639  -0.893  2.665
H  1.795  -1.564  -1.732
C  -0.541  0.442  0.570
N  2.456  0.254  -1.355
H  0.104  0.866  -0.115
C  -2.047  0.211  0.575
Cl  -2.601  -0.753  -0.774
H  -2.709  1.109  0.572
O  1.481  -0.818  -1.186
H  2.646  0.660  -0.528
H  2.010  0.978  -1.943

=====

(3)
# C39H70LaN8O3SbSi3

C39H70LaN8O3SbSi3 as an isolated structure at a distorted geometry (wB97M-V/def2-TZVPD, the Open Molecules 2025 dataset).

E_HOMO = -11.6 eV
energy above the lowest of the compared OMol25 structures with the same formula, charge and spin = 0.0 kJ/mol
net charge = +2
LUMO level = -0.18403 Eh
Kohn-Sham gap = 6.595 eV

Geometry (Å):
H  2.593  1.034  4.903
H  0.090  -6.933  2.660
C  1.092  3.987  -4.030
H  5.163  1.592  -0.420
H  5.275  3.163  0.434
H  -4.139  -3.371  0.694
O  2.992  -2.753  1.158
C  1.945  -0.763  4.033
C  1.941  -2.317  1.566
O  -1.215  -1.944  -0.164
C  -0.842  3.978  -0.429
C  2.683  4.916  -0.621
H  1.910  -6.864  2.550
H  -3.289  0.010  2.129
H  -1.161  4.685  -1.125
C  3.696  -1.235  -2.152
N  2.451  -4.472  4.244
H  1.069  -6.514  4.068
C  -2.539  -2.211  3.164
C  -4.915  3.921  -4.580
H  -1.203  -3.303  5.639
H  4.737  -1.633  -2.181
H  1.490  0.517  -4.484
H  -3.064  5.812  -5.179
H  -5.340  -3.108  1.942
H  -4.612  -4.133  4.368
C  1.577  -4.098  3.271
H  3.668  -6.174  4.424
H  -3.865  -3.559  5.828
H  4.849  3.199  -3.422
H  0.031  4.274  0.105
C  -3.934  4.825  -1.896
H  -1.662  4.750  -5.076
C  0.380  0.698  5.164
H  -3.865  -4.098  2.365
C  -2.400  5.304  -4.484
H  2.019  1.352  -5.873
H  -1.912  6.107  -3.914
H  -1.320  1.580  2.911
H  -1.669  3.628  0.209
Sb  -0.434  2.260  -1.655
H  -1.777  -2.245  -0.845
N  -1.411  1.828  -5.366
H  4.326  0.830  -2.443
H  -2.063  -4.776  5.121
H  2.717  -3.207  -2.124
C  1.378  -1.499  -1.737
C  -4.275  -3.248  1.794
C  2.601  -2.088  -1.986
H  -0.536  -5.582  1.289
H  -4.611  -2.315  4.790
H  -1.783  -0.947  -7.177
H  -0.754  1.367  -7.272
H  -5.592  3.090  -4.334
C  -0.423  -1.229  3.869
N  0.915  -5.008  2.608
H  -2.975  1.850  -2.382
C  -4.051  -3.253  4.802
H  -3.127  5.173  -1.258
H  3.254  0.592  -4.942
H  1.955  -3.246  5.841
H  -4.815  -0.612  1.484
H  -2.937  -1.799  -5.126
C  -2.363  2.394  -3.145
H  1.448  4.475  -4.942
C  3.535  0.114  -2.099
H  1.292  2.466  1.302
C  -1.899  -0.299  -6.387
H  1.029  4.692  -3.192
C  -2.215  1.485  -4.296
H  -4.516  4.135  -1.269
H  3.234  -4.457  6.214
H  0.509  -2.135  -1.669
C  4.014  3.617  -4.008
H  4.564  -4.745  3.975
H  0.236  1.612  5.707
H  2.962  -1.097  3.896
H  3.560  -5.509  2.813
H  4.326  3.509  -5.031
H  3.499  5.378  -1.237
La  -0.020  -0.536  0.833
O  -1.480  1.482  1.970
H  3.910  4.700  -3.794
H  -4.597  5.634  -2.193
C  -1.385  1.014  -6.395
C  -2.694  0.115  -4.176
N  1.340  -2.753  2.853
H  -3.289  -0.716  0.606
C  2.227  -4.292  5.679
H  0.105  3.500  -4.130
C  -2.539  -0.771  -5.232
C  -0.666  -0.117  4.720
C  3.605  -5.263  3.870
C  2.005  2.128  -1.847
H  -5.416  4.872  -4.564
C  0.972  -6.433  2.996
H  5.487  2.997  -1.325
H  -1.682  0.159  4.957
H  -0.448  -3.826  1.472
C  4.894  2.655  -0.485
C  2.276  0.655  -1.771
C  0.184  -4.772  1.380
H  2.613  5.309  0.385
C  2.346  2.494  1.180
H  -0.890  -4.086  4.059
C  1.682  0.434  4.693
H  -4.659  3.796  -5.649
H  1.768  5.008  -1.230
H  2.772  3.253  1.876
N  -2.715  -3.076  4.187
C  -1.666  -3.797  4.794
H  -1.571  2.351  1.631
H  0.879  -4.691  0.521
C  2.326  1.151  -4.892
C  -3.750  -0.807  1.579
N  -1.414  -1.500  2.927
C  0.934  -1.606  3.672
H  -3.077  -0.261  -3.222
H  2.855  1.536  1.466
H  1.478  -4.920  6.078
N  -3.562  -2.088  2.259
Si  -3.340  4.053  -3.497
Si  2.411  2.692  -3.698
N  1.255  -0.189  -1.399
Si  3.040  3.089  -0.525

=====

(4)
# C3H11N2S

A 2-piece molecular cluster, C3H11N2S overall at a distorted geometry (wB97M-V/def2-TZVPD, the Open Molecules 2025 dataset).

E_HOMO (alpha / beta) = -4.3 / -8.7 eV
energy above the lowest of the compared OMol25 structures with the same formula, charge and spin = 124.1 kJ/mol
2S+1 = 2
LUMO level (alpha / beta) = 0.03188 / 0.03122 Eh
Kohn-Sham gap (alpha / beta) = 5.213 / 9.599 eV
expectation value of S² = 0.75

Geometry (Å):
S  -1.300  -0.857  -0.624
N  0.230  2.616  1.525
H  0.901  -1.436  -1.304
H  -0.261  1.619  -0.955
H  2.066  1.892  0.864
C  0.107  -2.030  -0.833
H  -0.343  -2.983  -1.345
H  1.309  1.924  -1.410
H  -0.750  2.906  1.393
H  -2.116  -1.336  0.335
H  1.201  -3.545  0.227
H  0.483  2.666  2.578
C  0.642  -2.596  0.474
H  -0.036  -2.992  1.170
N  0.620  1.929  -0.677
H  1.463  -1.924  0.963
C  1.072  2.143  0.615